The following is a quantum chemistry calculation of the molecule C7H13N2P at a distorted geometry, from the Open Molecules 2025 dataset.

```
23
Properties=species:S:1:pos:R:3:forces:R:3
C -2.097 1.110 1.512 -1.47 0.48 -1.03
C -2.570 -0.431 -0.336 2.23 1.88 -0.66
C -1.209 -1.194 0.018 -2.05 -1.41 0.31
C -2.307 1.091 0.116 4.84 -3.57 -1.50
C -0.065 -0.210 -0.069 2.21 0.40 -1.34
C 1.826 1.096 1.012 -2.55 0.19 1.33
C 0.825 -0.053 1.155 -0.17 0.17 1.36
N -2.062 0.925 2.626 0.32 -0.14 2.67
N -0.543 1.131 -0.292 -4.95 1.59 -1.23
P -0.366 2.112 -1.716 0.75 0.11 1.30
H -2.691 -0.420 -1.465 -0.21 -0.12 1.46
H -3.388 -0.834 0.213 -0.82 -0.43 0.06
H -1.237 -1.650 1.056 -0.17 0.69 -1.02
H -1.223 -2.093 -0.671 0.65 1.12 0.62
H -2.818 1.883 -0.346 -0.54 0.95 -0.50
H 0.675 -0.456 -0.921 -1.23 0.14 0.89
H 1.277 1.912 0.560 0.19 0.55 0.48
H 2.633 0.919 0.418 2.33 -0.91 -1.79
H 2.175 1.324 2.004 0.21 0.48 0.30
H 0.221 0.176 2.101 0.69 -0.71 -1.43
H 1.394 -0.953 1.261 0.19 -0.90 0.55
H 0.104 1.217 -2.674 0.11 -0.58 -0.43
H 0.990 2.515 -1.397 -0.57 0.04 -0.41
```
Forces are in eV/Å.

Computed properties:
**SMILES**: CC[C@H]1CC[C@@H](C#N)N1P
**HOMO**: -0.3359 Eh
**Kohn-Sham gap**: 0.364 hartree
**Net charge**: 0
**E_LUMO**: 0.78 eV
**Calculated total energy**: -725.28511 hartree
**2S+1**: 1

The Mulliken scheme yields these atomic charges, measured in e: 0.43, -0.65, -0.88, -0.47, 0.08, -1.22, -0.58, -0.54, -0.21, -0.15, 0.33, 0.41, 0.37, 0.33, 0.62, 0.47, 0.17, 0.41, 0.37, 0.20, 0.45, 0.02, 0.03



The following is a quantum chemistry calculation of the ion C7H13N2S with charge +1 at a distorted geometry, from the Open Molecules 2025 dataset.

```
23
Properties=species:S:1:pos:R:3:forces:R:3
C 0.783 -1.586 -0.400 -0.60 2.51 -0.12
C -1.503 -1.879 -0.011 -0.44 -0.64 0.56
C 0.662 -0.079 -0.351 -3.96 -1.04 1.94
C -1.049 0.635 -0.143 3.38 -2.15 1.01
C -0.876 1.662 1.030 1.65 -4.63 1.42
C -1.488 1.295 -1.397 -0.80 -4.51 -2.56
C 3.227 -0.468 0.717 0.33 4.07 0.86
N -0.326 -2.351 -0.228 0.80 -1.10 -0.05
N -1.899 -0.609 0.167 -1.69 1.72 -0.76
S 1.519 -0.678 1.208 -0.92 0.57 -0.16
H 1.702 -1.979 -0.805 -0.18 -0.53 -0.39
H -2.300 -2.660 0.151 0.69 1.05 -0.42
H 1.225 0.645 -0.835 1.20 0.90 -1.14
H -0.992 0.969 1.940 0.50 1.21 -0.85
H -1.674 2.294 1.125 -1.84 2.04 -0.20
H 0.139 2.128 1.098 -1.09 -0.21 -0.42
H -2.528 0.937 -1.609 0.46 1.03 0.36
H -1.004 0.909 -2.349 -0.05 0.41 1.20
H -1.367 2.293 -1.340 0.04 3.35 0.00
H 3.685 0.425 1.355 -1.07 -1.95 -1.00
H 3.294 -0.048 -0.302 0.10 -0.92 0.25
H 3.741 -1.342 0.967 0.98 -1.34 -0.15
H -2.969 -0.512 0.011 2.53 0.15 0.64
```
Forces are in eV/Å.

Computed properties:
**HOMO**: -0.4847 Eh
**Kohn-Sham gap**: 0.351 hartree
**Net charge**: +1
**E_LUMO**: -3.65 eV
**Calculated total energy**: -781.86989 hartree
**2S+1**: 1

The Mulliken scheme yields these atomic charges, measured in e: -0.20, -0.05, -0.54, 1.16, -1.51, -1.48, -0.95, -0.56, -0.24, 0.16, 0.49, 0.36, 0.60, 0.37, 0.51, 0.28, 0.36, 0.34, 0.46, 0.36, 0.36, 0.38, 0.34



The following is a quantum chemistry calculation of the molecule C7H13N3 at a distorted geometry, from the Open Molecules 2025 dataset.

```
23
Properties=species:S:1:pos:R:3:forces:R:3
C 0.729 -0.662 -0.439 -0.16 -0.12 1.46
C 1.834 -0.656 0.620 0.12 0.03 -0.12
C 0.892 0.564 -1.328 -0.38 -0.15 0.05
C 0.751 -1.953 -1.239 -0.15 0.08 0.04
N -1.970 0.829 -0.148 0.01 -0.50 -0.17
C -1.580 1.200 1.137 0.66 -0.47 0.28
C -1.530 -0.432 -0.457 -1.12 0.48 -0.01
N -2.033 2.344 1.727 -0.03 0.21 -0.04
C -0.735 -0.713 0.718 1.17 -0.24 -1.85
N -0.812 0.313 1.684 -0.29 0.76 0.20
H -2.583 1.371 -0.737 0.09 -0.05 0.01
H -1.573 2.583 2.592 -0.02 -0.04 -0.12
H -2.257 3.128 1.132 0.05 -0.12 0.08
H -0.648 -1.726 1.093 0.12 0.03 -0.08
H 1.808 -1.559 1.232 -0.01 0.01 -0.01
H 2.809 -0.605 0.123 0.01 -0.05 0.01
H 1.746 0.206 1.281 -0.03 -0.02 -0.02
H 1.902 0.574 -1.749 0.03 -0.02 0.18
H 0.195 0.549 -2.163 -0.09 0.03 0.01
H 0.745 1.481 -0.757 0.03 0.11 0.02
H 0.015 -1.933 -2.038 -0.04 -0.02 0.02
H 0.551 -2.817 -0.604 0.00 -0.01 0.00
H 1.743 -2.089 -1.682 0.02 0.05 0.07
```
Forces are in eV/Å.

Computed properties:
**HOMO**: -0.3051 Eh
**Kohn-Sham gap**: 0.330 hartree
**Net charge**: 0
**E_LUMO**: 0.67 eV
**Calculated total energy**: -438.71551 hartree
**2S+1**: 1

The Mulliken scheme yields these atomic charges, measured in e: 1.44, -1.69, -1.72, -1.64, 0.00, 0.44, -0.82, -0.49, 0.37, -0.75, 0.18, 0.26, 0.23, 0.59, 0.37, 0.45, 0.42, 0.47, 0.38, 0.36, 0.37, 0.36, 0.44